Density functional theory data (ωB97M-V/def2-TZVPD) for an isolated molecule of C10H14O2 in a non-equilibrium geometry.

Output
relative energy (zero: lowest compared OMol25 entry of this formula, charge and spin) = 296.8 kJ/mol
highest occupied orbital energy = -9.4 eV
SMILES = CC1(C)CC=C[C@@]2(C)O[C@@]12C=O
net charge = 0
gap between HOMO and LUMO = 10.16 eV
spin multiplicity = 1
largest force on an atom = 3.179 eV/A

Structure (XYZ):
```
26
Properties=species:S:1:pos:R:3:forces:R:3
C -1.203 -0.613 -1.986 0.963 1.845 2.402
C -0.727 -0.624 -0.468 1.121 1.274 -2.154
C -1.873 -0.746 0.486 -0.285 -1.901 -1.679
C 0.159 -1.815 -0.237 -0.644 -1.885 1.320
C 0.909 -1.739 1.065 0.176 1.258 -0.112
C 1.441 -0.542 1.369 1.209 0.665 1.206
C 1.238 0.790 0.604 0.370 -0.973 0.583
C 1.785 2.129 1.153 -2.202 -1.495 -0.183
O 1.461 0.699 -0.768 0.017 -0.933 -1.482
C 0.093 0.675 -0.435 0.980 -0.345 2.974
C -0.630 1.891 -0.727 -0.160 0.920 -1.134
O -0.122 2.920 -1.100 0.052 0.277 0.128
H -1.262 -1.609 -2.202 -0.719 -2.557 -1.341
H -0.380 -0.146 -2.520 -0.247 -0.066 -0.601
H -2.134 -0.056 -2.059 0.030 -0.131 -0.391
H -2.711 -0.887 -0.195 -0.647 -0.108 0.733
H -2.062 -0.024 1.187 -0.344 2.238 1.484
H -1.669 -1.657 1.029 -0.611 -0.237 0.368
H 0.883 -1.903 -0.985 1.214 -0.114 -1.477
H -0.401 -2.799 -0.235 0.158 1.221 -0.299
H 0.997 -2.649 1.685 0.352 0.746 -0.355
H 2.184 -0.433 2.208 -1.101 -0.226 -0.582
H 1.374 2.853 0.465 0.052 0.637 0.363
H 2.823 2.223 1.203 1.934 -0.431 -0.701
H 1.538 2.254 2.188 -0.912 0.352 0.524
H -1.710 1.807 -0.723 -0.757 -0.031 0.408
```
Forces are in eV/Å.



Density functional theory data (ωB97M-V/def2-TZVPD) for a cluster of 2 separate species, C10H14O3P in total in a non-equilibrium geometry.

Output
relative energy (zero: lowest compared OMol25 entry of this formula, charge and spin) = 0.0 kJ/mol
highest occupied orbital energy (spin up / spin down) = -2.7 / -2.7 eV
net charge = -1
gap between HOMO and LUMO (spin up / spin down) = 6.09 / 6.08 eV
spin multiplicity = 1
largest force on an atom = 4.952 eV/A

Structure (XYZ):
```
28
Properties=species:S:1:pos:R:3:forces:R:3
C -3.333 0.733 -1.632 1.090 0.415 0.144
C -2.535 1.761 -1.066 -4.908 -0.329 0.568
C -2.622 -0.231 -2.367 -0.992 0.384 0.721
C -1.221 1.746 -1.155 3.583 0.221 0.629
C -1.247 -0.335 -2.379 0.891 1.242 -0.838
C -0.552 0.683 -1.709 1.278 -1.408 -1.193
C 2.313 -1.852 2.452 1.103 2.609 -1.296
C 0.779 0.785 1.910 1.499 -2.218 -0.561
C 1.882 -1.323 1.045 1.860 -0.937 0.550
C 0.714 -0.489 1.018 -0.892 3.464 -2.315
O 1.944 1.857 -1.366 -0.257 0.587 0.610
O 1.896 -0.564 -2.262 -0.875 0.454 0.637
O -0.493 -1.152 1.090 0.133 -1.483 0.352
P 1.265 0.537 -1.440 -0.238 -2.001 0.765
H -4.437 0.755 -1.470 1.090 -0.208 -0.492
H -3.115 2.494 -0.500 0.515 0.258 -0.168
H -3.173 -0.912 -2.934 -0.918 -1.226 -0.824
H -0.516 2.459 -0.741 -0.537 0.534 0.237
H -0.686 -0.956 -3.122 -0.627 0.099 1.243
H 1.697 -2.408 3.061 -2.220 -0.866 1.118
H 2.693 -0.955 2.988 -0.130 -0.818 0.117
H 3.106 -2.508 2.276 1.772 -0.880 -0.212
H -0.177 1.142 2.080 -2.183 0.557 0.471
H 1.223 0.492 2.906 -0.105 0.894 -0.860
H 1.239 1.554 1.302 0.891 0.234 0.543
H 2.677 -0.591 0.760 -0.150 -0.907 0.064
H 1.903 -2.153 0.310 -0.306 0.637 0.222
H -1.226 -0.570 0.946 -0.369 0.692 -0.235
```
Forces are in eV/Å.



Density functional theory data (ωB97M-V/def2-TZVPD) for a structure of composition C10H14O4SW.

Output
relative energy (zero: lowest compared OMol25 entry of this formula, charge and spin) = 0.0 kJ/mol
highest occupied orbital energy = -22.8 eV
net charge = +4
gap between HOMO and LUMO = 7.31 eV
spin multiplicity = 1
largest force on an atom = 0.745 eV/A

Structure (XYZ):
```
30
Properties=species:S:1:pos:R:3:forces:R:3
W -1.225 0.626 2.267 -0.259 -0.114 0.689
C 1.545 -1.829 0.045 -0.069 -0.022 -0.055
C 1.054 -0.479 0.212 0.062 -0.019 0.072
C 9.631 -0.107 -6.551 0.108 0.003 -0.081
C -0.305 -0.055 0.231 -0.058 0.022 0.000
C -0.627 1.363 0.340 -0.025 -0.018 -0.135
C -1.990 1.798 0.397 0.048 0.044 -0.044
C -3.052 0.865 0.268 -0.051 0.056 0.008
C -4.457 1.289 0.171 0.013 0.019 0.027
C -2.715 -0.538 0.245 -0.014 -0.050 -0.125
C -1.417 -0.974 0.137 -0.090 -0.031 -0.051
H 2.608 -1.855 -0.186 0.007 0.009 -0.003
H 0.959 -2.415 -0.671 -0.002 -0.006 0.020
H 1.424 -2.361 1.011 0.060 0.024 0.020
H 1.791 0.318 0.325 0.004 -0.012 0.048
H 9.359 -1.074 -6.976 0.029 0.001 -0.020
H 10.256 -0.059 -5.659 0.028 0.000 -0.022
H 9.273 0.812 -7.016 0.029 0.000 -0.020
H 0.162 2.111 0.323 0.029 -0.030 0.023
H -2.211 2.860 0.417 0.021 0.005 0.013
H -5.115 0.682 0.800 -0.002 -0.009 -0.012
H -4.782 1.072 -0.861 0.010 0.018 -0.010
H -4.603 2.350 0.356 -0.002 -0.001 0.009
H -3.522 -1.264 0.229 -0.005 0.009 -0.034
H -1.219 -2.039 0.065 -0.015 -0.002 -0.010
O -3.066 0.524 3.521 0.094 -0.033 0.019
S -2.658 -0.679 4.255 -0.121 -0.135 -0.014
O -3.255 -1.194 5.395 -0.002 -0.022 -0.026
O -1.502 -1.225 3.540 0.073 0.093 0.070
O -0.341 1.479 3.368 0.100 0.201 -0.355
```
Forces are in eV/Å.



Density functional theory data (ωB97M-V/def2-TZVPD) for a structure of composition C10H14O8Tl in a non-equilibrium geometry.

Output
relative energy (zero: lowest compared OMol25 entry of this formula, charge and spin) = 258.1 kJ/mol
highest occupied orbital energy = -12.0 eV
net charge = +1
gap between HOMO and LUMO = 4.76 eV
spin multiplicity = 1
largest force on an atom = 5.743 eV/A

Structure (XYZ):
```
33
Properties=species:S:1:pos:R:3:forces:R:3
Tl 22.231 -1.645 3.388 -0.103 -0.376 0.130
C 16.079 -2.775 5.694 1.991 -0.816 -1.850
C 15.362 -2.521 6.818 -4.359 -1.457 3.179
C 16.026 -1.855 8.027 -3.872 0.952 4.133
O 15.399 -1.599 9.140 1.696 -1.293 -4.321
C 17.362 -1.493 7.991 1.811 -0.441 -0.879
C 18.176 -1.808 6.854 3.400 1.140 -2.998
C 17.484 -2.512 5.595 1.366 1.467 0.541
O 18.122 -2.616 4.564 -0.332 -0.327 0.563
O 19.368 -1.388 6.625 -3.942 -1.473 1.479
O 14.214 -3.068 6.899 2.632 1.856 0.248
H 15.615 -3.352 4.908 -0.212 0.212 -0.251
H 17.804 -1.030 8.861 -0.024 0.209 0.041
C 24.987 -3.253 7.458 -2.166 1.001 0.467
C 23.589 -4.019 7.503 1.504 0.051 -0.191
O 22.973 -4.284 6.248 0.142 0.081 -0.017
O 24.872 -1.908 6.911 -0.373 -0.505 0.012
H 25.871 -3.641 6.952 -0.409 -1.067 0.333
H 25.092 -3.052 8.524 0.821 -0.694 0.221
H 22.885 -3.531 8.177 0.106 0.748 -0.331
H 23.736 -4.967 8.019 0.490 -0.147 -0.003
H 23.032 -5.238 6.157 -0.151 0.031 -0.427
H 25.534 -1.458 7.440 -0.062 0.625 -0.318
C 21.827 -5.445 0.093 1.214 1.841 -0.862
C 21.741 -4.213 -0.957 -0.127 -1.259 0.347
O 22.190 -2.981 -0.425 0.087 0.124 1.375
O 21.375 -5.165 1.394 -1.133 0.730 0.632
H 22.890 -5.600 0.279 0.261 -0.527 -0.913
H 21.313 -6.325 -0.294 0.226 0.142 -0.430
H 20.746 -4.114 -1.389 -0.257 -0.044 0.287
H 22.412 -4.443 -1.784 -0.011 -0.590 -0.052
H 22.122 -2.267 -1.063 -0.117 -0.274 -0.272
H 21.102 -6.001 1.780 -0.099 0.079 0.127
```
Forces are in eV/Å.



Density functional theory data (ωB97M-V/def2-TZVPD) for a structure of composition C10H15AsN2O5S2Tl.

Output
highest occupied orbital energy = -5.4 eV
net charge = -1
gap between HOMO and LUMO = 7.95 eV
spin multiplicity = 1
largest force on an atom = 0.821 eV/A

Structure (XYZ):
```
36
Properties=species:S:1:pos:R:3:forces:R:3
Tl -0.511 -1.542 -0.194 -0.104 0.243 0.028
O -1.232 1.311 -3.203 0.122 0.009 0.065
S -0.178 0.703 -2.388 0.057 -0.070 0.288
O 1.129 1.320 -2.546 -0.112 -0.035 -0.038
O -0.604 0.839 -0.900 -0.076 -0.009 -0.231
O -0.140 -0.782 -2.576 0.007 0.012 -0.143
N 1.358 1.772 0.696 0.540 -0.113 0.608
C 2.197 0.769 0.983 -0.277 0.542 -0.257
N 1.962 -0.476 0.710 0.162 -0.526 0.174
C 2.996 -1.285 1.158 -0.140 0.109 -0.064
C 3.062 -2.670 1.014 -0.007 0.002 0.026
C 4.161 -3.352 1.511 0.018 0.038 -0.009
C 5.205 -2.677 2.146 -0.059 0.024 -0.010
C 5.157 -1.298 2.291 -0.001 -0.006 -0.017
C 4.054 -0.619 1.796 0.122 -0.039 0.009
S 3.725 1.091 1.810 0.053 0.042 0.070
H 0.555 1.544 0.100 -0.302 -0.098 -0.446
H 1.692 2.715 0.738 0.035 0.020 -0.044
H 2.257 -3.191 0.511 0.017 0.005 0.013
H 4.213 -4.428 1.398 -0.002 0.005 0.002
H 6.057 -3.227 2.524 -0.016 0.002 -0.007
H 5.967 -0.765 2.776 -0.036 -0.014 -0.020
C -3.484 -0.380 -1.912 0.230 0.155 -0.159
As -3.273 0.783 -0.396 -0.393 -0.385 0.500
C -5.151 1.005 0.076 -0.080 0.000 0.093
C -2.890 2.631 -0.740 0.215 -0.021 -0.201
O -2.619 -0.005 0.918 0.149 0.127 -0.333
H -4.238 0.038 -2.576 0.000 -0.013 -0.008
H -3.842 -1.305 -1.463 -0.067 -0.093 -0.063
H -2.560 -0.532 -2.467 -0.040 0.014 0.080
H -5.756 1.327 -0.774 0.047 -0.007 0.009
H -5.212 1.754 0.866 -0.049 -0.023 0.016
H -5.524 0.057 0.462 -0.015 0.011 -0.017
H -3.763 3.051 -1.238 -0.005 0.043 0.041
H -2.003 2.748 -1.354 -0.028 -0.051 0.043
H -2.766 3.077 0.246 0.037 0.104 0.004
```
Forces are in eV/Å.



Density functional theory data (ωB97M-V/def2-TZVPD) for a cluster of 2 separate species, C10H15B in total in a non-equilibrium geometry.

Output
relative energy (zero: lowest compared OMol25 entry of this formula, charge and spin) = 282.7 kJ/mol
highest occupied orbital energy (spin up / spin down) = -8.0 / -8.0 eV
net charge = 0
gap between HOMO and LUMO (spin up / spin down) = 8.03 / 8.03 eV
spin multiplicity = 1
largest force on an atom = 4.461 eV/A

Structure (XYZ):
```
26
Properties=species:S:1:pos:R:3:forces:R:3
B 0.021 0.499 -0.722 -0.616 1.733 -1.722
C 4.077 -0.385 0.242 -2.200 0.177 -1.340
C 3.664 0.908 0.061 -1.274 -0.387 -1.509
C 3.156 -1.401 0.075 -0.925 1.020 -0.060
C 2.408 1.240 -0.451 0.587 -4.113 1.626
C 1.847 -1.160 -0.307 2.200 2.818 0.503
C 1.496 0.168 -0.589 -0.453 0.721 0.086
C -2.373 1.199 0.276 0.213 0.174 -1.038
C -1.824 -1.008 -0.863 1.556 0.413 -0.564
C -1.000 -0.502 1.465 1.458 -0.974 -0.052
C -1.269 0.100 0.074 -1.949 -0.175 1.059
H -0.132 1.750 -2.611 -0.069 -1.412 2.335
H 5.076 -0.622 0.206 2.274 -0.430 0.905
H 4.366 1.649 0.037 1.831 2.004 0.523
H 3.466 -2.332 0.364 0.595 -2.558 0.303
H 2.106 2.210 -0.402 -0.866 2.670 -0.741
H 1.064 -1.803 -0.188 -1.528 -2.229 -0.123
H -3.449 0.903 0.339 1.036 -0.528 0.275
H -2.346 1.834 -0.597 -0.021 0.443 -0.330
H -2.117 1.817 1.126 -0.045 0.153 0.233
H -1.429 -0.728 -1.831 -0.263 -0.439 -0.921
H -2.879 -1.075 -0.964 -1.006 0.268 0.258
H -1.444 -1.990 -0.625 0.228 -0.276 0.163
H -1.519 -1.434 1.692 -0.515 0.126 -0.320
H 0.051 -0.805 1.558 -0.028 0.129 0.055
H -1.174 0.161 2.285 -0.218 0.674 0.395
```
Forces are in eV/Å.



Density functional theory data (ωB97M-V/def2-TZVPD) for a structure of composition C10H15BClO2PtY in a non-equilibrium geometry.

Output
<S²> = 6.0196
highest occupied orbital energy (spin up / spin down) = -6.5 / -8.4 eV
net charge = 0
gap between HOMO and LUMO (spin up / spin down) = 6.63 / 4.39 eV
spin multiplicity = 5
largest force on an atom = 3.337 eV/A

Structure (XYZ):
```
31
Properties=species:S:1:pos:R:3:forces:R:3
Y 0.406 -0.336 -2.993 -0.027 -1.183 1.476
Cl 1.831 -2.368 -2.671 -0.123 0.240 0.013
C 1.917 1.200 -3.983 2.130 2.254 -1.232
C -0.812 -0.870 -4.903 -0.847 -0.322 -1.279
H 1.713 1.548 -5.005 -0.408 -0.450 0.306
H 1.875 2.069 -3.305 -0.472 -0.494 0.143
H 2.932 0.778 -3.953 -0.520 -0.507 0.188
H -0.687 -0.253 -5.798 0.084 0.069 0.224
H -1.873 -0.827 -4.618 0.142 0.109 0.150
H -0.588 -1.906 -5.187 0.187 0.111 0.241
Pt -1.090 0.417 -0.696 0.208 0.562 -0.006
C -2.348 -0.956 0.101 -1.155 -1.153 -0.653
C -1.157 1.586 -2.271 -1.346 1.520 -0.580
H -3.341 -0.830 -0.350 0.068 -0.221 0.329
H -1.915 -1.917 -0.203 -0.287 -0.028 0.325
H -2.390 -0.869 1.196 0.042 0.098 -0.290
H -2.137 1.597 -2.798 0.679 -0.037 -0.069
H -0.759 2.615 -2.125 0.178 -0.726 -0.278
O 0.523 -0.868 1.551 0.165 0.596 -0.722
B 0.015 0.331 0.995 1.916 0.130 1.128
O 0.152 1.377 1.934 -0.016 -0.022 -0.934
C 0.638 0.809 3.066 -0.366 -1.281 0.381
C 0.538 1.319 4.344 0.265 -0.198 0.182
C 0.601 0.381 5.381 0.169 0.075 0.253
C 0.893 -0.968 5.147 0.231 -0.151 -0.127
C 1.106 -1.442 3.846 0.127 -0.241 0.337
C 0.887 -0.558 2.824 -0.789 1.227 0.593
H 0.392 2.385 4.515 -0.263 -0.340 0.007
H 0.378 0.714 6.395 0.260 -0.098 -0.210
H 0.928 -1.692 5.966 0.065 0.442 -0.191
H 1.370 -2.466 3.598 -0.297 0.020 0.298
```
Forces are in eV/Å.



Density functional theory data (ωB97M-V/def2-TZVPD) for a structure of composition C10H15BF3I2LuN9O4 in a non-equilibrium geometry.

Output
relative energy (zero: lowest compared OMol25 entry of this formula, charge and spin) = 0.0 kJ/mol
highest occupied orbital energy = -11.8 eV
net charge = +1
gap between HOMO and LUMO = 8.03 eV
spin multiplicity = 1
largest force on an atom = 1.576 eV/A

Structure (XYZ):
```
45
Properties=species:S:1:pos:R:3:forces:R:3
Lu -0.371 -0.139 -0.422 0.453 -1.425 0.500
N -1.925 -1.235 2.247 -0.043 -0.070 0.039
N -2.177 -0.113 3.046 -0.105 -0.083 0.166
C -1.677 1.082 2.691 -0.016 0.004 -0.068
N -1.964 2.152 3.417 0.099 0.048 -0.079
N -0.901 1.039 1.600 -0.216 0.075 0.384
N -0.328 2.145 1.125 -0.049 -0.143 0.114
O 0.265 1.901 0.056 0.629 0.967 -0.348
O -0.350 3.225 1.632 -0.022 0.708 0.350
H -2.800 -1.635 1.916 0.175 0.060 0.105
H -1.393 -1.931 2.766 -0.099 0.115 -0.044
H -2.772 -0.186 3.863 0.115 -0.020 -0.156
H -2.581 2.091 4.211 0.014 0.000 -0.021
H -1.562 3.046 3.160 -0.071 -0.199 0.036
I -3.253 -2.241 -0.801 -0.212 -0.147 -0.111
C -1.922 -3.671 -1.625 0.002 -0.102 -0.012
I 0.109 -3.118 -1.306 -0.059 -0.265 -0.066
H -2.107 -3.712 -2.692 0.006 0.007 0.059
H -2.110 -4.626 -1.146 0.011 0.073 -0.050
B 3.045 -1.251 -0.692 -0.067 -0.011 -0.027
N 2.636 -0.937 0.771 -0.084 -0.058 0.022
C 3.454 -0.928 1.822 -0.039 -0.003 0.038
C 2.707 -0.743 2.973 -0.059 -0.008 -0.065
C 1.406 -0.642 2.511 -0.011 -0.034 -0.057
N 1.353 -0.764 1.174 0.030 0.105 -0.171
N 2.626 -0.101 -1.634 0.008 -0.032 -0.038
C 3.414 0.642 -2.412 -0.061 -0.027 -0.029
C 2.625 1.398 -3.264 -0.009 -0.113 0.037
C 1.328 1.033 -2.940 0.007 0.035 0.023
N 1.328 0.128 -1.949 0.075 0.142 0.128
H 4.231 -1.365 -0.723 0.125 -0.027 -0.012
H 2.486 -2.275 -1.042 0.016 0.029 0.012
H 4.509 -1.060 1.681 0.136 -0.018 -0.007
H 3.057 -0.692 3.985 0.039 0.010 0.108
H 0.514 -0.481 3.090 -0.060 -0.002 0.012
H 4.482 0.562 -2.328 0.111 0.006 0.010
H 2.946 2.086 -4.019 0.041 0.083 -0.089
H 0.404 1.363 -3.381 -0.036 0.021 0.018
F -2.331 2.067 -3.980 0.063 -0.045 0.049
C -3.018 1.782 -2.875 -0.170 0.164 -0.130
F -4.113 1.095 -3.222 0.006 -0.083 0.038
F -3.402 2.923 -2.308 0.073 -0.086 0.054
C -2.174 0.924 -1.909 -0.429 0.184 -0.360
O -2.285 1.096 -0.676 -0.284 0.158 0.135
O -1.408 0.062 -2.392 -0.034 0.007 -0.501
```
Forces are in eV/Å.



no.,E (Ha)
1,-539.81264
2,-956.54074
3,-1153.81878
4,-1163.34802
5,-4080.54962
6,-414.70237
7,-1183.04214
8,-3339.10822